25
Properties=species:S:1:pos:R:3:forces:R:3 method="wB97M-V/def2-TZVPD" de_lowest_ev=0.190 e_homo_ev=-9.196 smiles="C/C=C/[C@@H](Cl)[C@@H](C)n1[nH]c(=O)sc1=O" homo_lumo_gap_ev=9.75 lumo_energy_ha=0.021 total_charge=0
Cl -0.511185 2.253399 0.988468 0.370 -0.337 0.180
S -4.534158 -0.537937 -0.482107 -0.375 -0.115 -1.290
O -2.638589 -0.341632 -2.409248 0.093 -0.088 0.573
O -4.472199 -0.562369 2.166260 -1.513 -0.034 1.949
N -2.666051 0.057720 1.023240 3.822 0.574 1.373
N -2.025618 -0.154015 -0.206971 -1.791 1.062 0.819
C -3.921107 -0.347104 1.144682 0.238 -0.494 -1.050
C -0.644960 -0.152879 -0.362506 3.392 -0.655 1.454
C 1.600526 0.936446 -0.070285 -1.091 -0.363 2.262
C -0.072458 -1.575100 -0.394506 -1.006 0.211 1.456
C 0.290288 0.644856 0.641351 -1.139 0.369 -1.774
C 2.761660 0.528907 0.366054 2.164 -1.763 0.359
C 4.071442 0.818812 -0.387918 -2.197 -0.608 -1.457
C -2.881461 -0.298347 -1.225037 -1.132 -0.203 -0.742
H 3.974888 0.027005 -1.165995 1.071 0.050 0.542
H 2.842113 -0.349684 1.081186 -0.187 1.474 -0.389
H -0.502160 -2.118961 0.470547 0.263 -0.039 -0.570
H -0.392702 0.316892 -1.254349 -0.140 0.793 -1.965
H 0.407383 0.096919 1.560449 0.205 0.028 0.447
H 4.037403 1.708599 -1.042262 -0.047 0.045 0.841
H -2.026933 0.288737 1.825774 -1.322 -0.490 -1.161
H -0.259356 -2.061435 -1.308494 -0.794 -0.707 -1.073
H 1.619200 1.635466 -0.839431 -0.547 1.261 -1.343
H 0.981127 -1.581048 -0.317496 1.214 0.172 0.342
H 4.962912 0.766750 0.198585 0.447 -0.143 0.219

21
Properties=species:S:1:pos:R:3:forces:R:3 method="wB97M-V/def2-TZVPD" de_lowest_ev=2.614 e_homo_ev=-9.585 homo_lumo_gap_ev=9.75 lumo_energy_ha=0.006 total_charge=0
Cl -3.123115 1.654841 -0.217780 0.061 -0.006 -0.334
O -4.503839 -1.342834 0.012957 1.473 -0.199 0.336
C -0.158064 0.912196 -1.343571 4.157 0.207 0.515
C 1.173043 -1.007441 -0.088909 -1.601 -2.341 -0.253
C -2.059126 -1.708633 -0.181383 3.429 -1.452 -0.899
C -3.313248 -1.133943 0.137381 -1.819 1.570 -0.462
C 0.043674 0.037695 -0.062358 0.796 -0.755 -0.779
C -2.533087 0.133991 0.510793 -0.607 0.770 -1.067
C 0.254213 0.823510 1.207883 -1.614 -0.784 2.573
C -1.268435 -0.578360 0.066962 -3.989 -1.946 -0.704
H 0.108661 0.013555 2.048856 0.492 1.591 -1.225
H 0.816792 1.236497 -1.813728 -0.378 -0.394 0.944
H -1.835354 -2.715282 -0.566880 0.138 0.459 0.386
H 1.063067 -1.777791 -0.875766 -0.370 0.371 0.178
H -0.561378 1.577907 1.447310 1.297 -0.532 -0.607
H -0.585140 1.806128 -1.042888 -1.261 1.586 0.308
H -2.537498 0.357996 1.503148 -0.044 0.484 2.993
H 2.137977 -0.684231 -0.231777 2.116 1.739 -0.566
H -0.601541 0.504119 -2.186340 -1.559 -1.252 -1.075
H 1.305485 -1.594931 0.844632 -0.792 0.439 -0.225
H 1.265715 1.190366 1.306608 0.075 0.443 -0.038

41
Properties=species:S:1:pos:R:3:forces:R:3 method="wB97M-V/def2-TZVPD" e_homo_ev="-4.131 / -4.511" multiplicity=4 homo_lumo_gap_ev="5.00 / 5.37" s2=3.785 lumo_energy_ha="0.032 / 0.031" total_charge=-1
Cr -26.286031 -13.708310 29.512535 -0.809 -1.152 -1.771
S -23.022761 -13.972886 28.487323 0.263 1.924 1.486
P -28.474373 -15.478479 29.778587 9.117 -3.359 -4.640
Mg -28.022651 -14.773737 26.732790 0.332 -0.056 2.786
F -23.705793 -15.468200 26.400037 -0.234 0.189 -0.953
F -23.363959 -13.312109 25.862554 -1.158 -0.478 -0.177
F -26.580279 -13.799853 24.758232 -0.358 -0.208 -0.095
F -21.713889 -14.553996 26.267814 -0.221 -0.676 -0.136
O -24.587300 -12.114808 21.902373 0.208 -0.001 0.052
O -28.029072 -14.068342 30.355904 -4.104 1.774 1.972
O -28.799304 -15.637843 28.216195 -4.761 1.152 -0.513
O -22.021849 -14.825922 29.078337 -0.657 -0.986 -0.713
O -26.921750 -13.467250 27.592844 -0.349 -0.409 -0.866
O -26.356539 -13.346796 22.521567 -0.594 0.268 0.907
O -24.419743 -14.229213 28.861383 0.644 -1.128 -0.464
O -28.281750 -16.923419 30.237809 -3.774 1.343 2.451
O -24.315548 -14.175664 22.793297 -0.390 0.178 0.544
O -22.682787 -12.581882 28.661013 0.011 -0.043 -1.202
O -26.909760 -15.470732 29.240021 4.307 0.496 -0.358
O -25.497918 -11.924657 29.561313 -0.723 -0.108 0.480
N -28.169802 -9.863978 23.845858 -0.260 -0.037 0.175
N -29.226051 -13.209153 25.998777 -0.236 -0.248 -0.498
C -26.531824 -14.339411 23.477521 0.650 -0.228 -0.681
C -30.819402 -11.175177 25.741436 0.147 -0.824 -0.559
C -25.249780 -15.124520 23.329938 0.820 -1.351 -0.509
C -29.907626 -12.299567 25.883704 0.285 0.309 0.115
C -25.008224 -13.105003 22.388398 0.228 0.189 -0.689
C -23.002342 -14.358819 26.613959 1.683 0.953 2.154
C -26.435323 -10.838148 25.537419 -0.862 -0.396 -0.083
C -27.431416 -10.251893 24.635887 0.547 0.519 0.055
H -26.405386 -10.448092 26.552356 -0.119 0.368 -0.134
H -24.826688 -15.623749 24.199712 -0.167 0.633 0.437
H -26.999007 -12.775696 26.938151 0.669 0.752 0.995
H -30.487964 -10.548357 24.914262 0.135 0.111 0.135
H -25.317532 -15.934208 22.597008 -0.465 0.189 -0.162
H -26.832684 -11.853801 25.614500 0.812 0.109 -0.098
H -27.473725 -14.843927 23.281583 0.034 -0.108 0.087
H -26.079238 -11.199010 29.314935 -0.021 -0.030 0.180
H -30.884027 -10.629803 26.677355 -0.239 0.000 -0.020
H -25.444453 -10.800022 25.094533 0.004 -0.199 -0.020
H -31.731740 -11.689613 25.428900 -0.392 0.569 0.330

20
Properties=species:S:1:pos:R:3:forces:R:3 method="wB97M-V/def2-TZVPD" de_lowest_ev=4.865 e_homo_ev=-9.069 homo_lumo_gap_ev=9.91 lumo_energy_ha=0.031 total_charge=0
N 1.967233 0.081592 -1.720259 -1.773 5.342 10.743
C -2.379399 -0.952980 -0.220635 -1.040 0.393 -1.846
C 0.003872 0.008505 0.843030 2.135 0.189 2.675
C -0.252709 0.221261 -0.495764 1.005 0.205 1.593
C 0.698944 1.021693 -1.367278 -0.952 -5.376 -3.248
C -2.007338 -1.035419 1.096003 -8.001 -5.010 3.056
C -0.904682 -0.715776 1.721118 3.538 2.907 -4.091
C -1.398337 -0.363137 -0.965583 -1.576 2.119 -5.885
C 1.365773 0.573683 1.413897 -2.186 -0.899 4.770
H 1.082570 1.885421 -0.899089 -0.170 1.308 -0.108
H -3.391172 -1.214575 -0.757416 2.192 0.272 1.732
H -1.628680 -0.038899 -2.207270 0.502 -1.380 3.624
H -3.003583 -1.722316 1.877186 3.186 2.128 -2.284
H 2.113247 -0.148545 -2.581856 1.432 -0.717 -6.425
H 1.482974 1.680782 1.500006 -0.549 -0.884 0.448
H 2.219851 0.242716 1.043766 3.359 -1.453 -3.361
H 1.907111 -0.121339 2.564004 -2.593 2.437 -2.498
H -0.556292 -1.094469 2.592767 0.523 -0.556 2.861
H 0.051249 0.963140 -2.326234 1.464 1.703 1.149
H 2.629369 0.728663 -1.110392 -0.493 -2.729 -2.906

20
Properties=species:S:1:pos:R:3:forces:R:3 method="wB97M-V/def2-TZVPD" de_lowest_ev=3.679 e_homo_ev=-8.735 smiles="C/C=N/C1(C2CC2)C=C1" homo_lumo_gap_ev=9.92 lumo_energy_ha=0.043 total_charge=0
N 1.098066 -0.771573 0.224011 2.800 -0.563 -1.494
C -1.043474 0.480535 0.570352 0.875 1.061 0.673
C -2.468094 0.501702 0.285342 -1.888 3.005 -0.289
C 3.394965 0.247702 -0.115892 -1.121 0.225 -1.284
C -1.607664 1.466389 -0.540668 1.690 -0.137 -0.510
C -1.041956 -1.753414 -0.618606 0.752 -1.170 -2.542
C -0.884892 -2.228521 0.556855 0.586 1.961 0.019
C -0.275226 -0.767645 0.212482 -2.729 -0.895 1.094
C 1.870866 0.219954 0.111752 -0.686 2.404 0.153
H 1.447008 1.300603 0.209128 0.441 -1.476 -0.320
H -0.837327 -3.034915 1.247554 -0.213 -0.210 0.370
H -1.292147 1.340749 -1.636366 -0.705 -0.555 1.783
H 3.836706 0.602686 0.813525 0.402 0.268 -0.294
H 3.653191 0.882167 -1.058002 -0.565 -0.588 1.977
H -0.704931 0.934617 1.528008 -0.287 -0.104 -0.808
H -2.894760 -0.297399 -0.253799 -0.405 -0.857 -0.374
H -3.231836 1.093499 0.879570 1.202 -1.154 -0.244
H 3.769529 -0.726432 -0.377862 0.108 -0.585 0.273
H -1.573204 2.566941 -0.343497 -0.322 -1.215 0.368
H -1.214821 -2.057640 -1.693889 0.064 0.586 1.449

22
Properties=species:S:1:pos:R:3:forces:R:3 method="wB97M-V/def2-TZVPD" de_lowest_ev=4.565 e_homo_ev=-12.639 smiles="C#C/C=C(/C)C(=O)N(C)C=[NH2+]" homo_lumo_gap_ev=8.51 lumo_energy_ha=-0.152 total_charge=+1
O -0.672232 0.794952 -1.764570 0.451 -0.854 1.549
N -1.198733 0.026267 0.395860 1.910 -0.373 -0.736
N -2.876603 -0.373862 -1.128380 -3.915 -1.301 -4.873
C 1.795918 -1.365593 0.800762 -1.048 -2.983 0.983
C -2.438193 -0.352720 0.028770 2.551 1.154 5.359
C 2.101898 -0.167793 0.258520 3.305 2.812 -1.335
C 1.426483 0.642068 -0.549945 -3.583 -1.402 1.545
C -0.186894 0.455317 -0.700506 0.300 0.949 -0.754
C 2.023550 1.666623 -1.403200 -1.923 0.743 -0.052
C -0.893543 0.068221 1.924192 -0.563 -3.364 -3.088
C 1.675711 -2.535482 1.059428 0.045 1.079 0.278
H -3.896814 -0.526423 -1.352448 1.655 -0.011 0.749
H 3.221409 0.085603 0.308344 -1.542 -0.427 -0.017
H 1.642107 -3.504833 1.448940 -0.129 -0.858 0.140
H 1.264987 1.936183 -2.125312 0.104 -0.176 -0.702
H -1.461089 0.850282 2.204094 -2.025 2.514 1.612
H 0.118450 0.354870 2.023474 1.083 -0.439 0.373
H 2.081764 2.592345 -0.856806 0.970 0.403 0.324
H -1.274772 -0.925755 2.326060 1.173 1.436 -0.129
H -2.277807 -0.429520 -1.942474 0.184 0.711 0.077
H -3.058881 -0.565374 0.925578 -0.045 0.186 -0.985
H 2.883275 1.274631 -1.880380 1.042 0.199 -0.316